1:
C4H11S | ωB97M-V/def2-TZVPD

Atoms and positions in Å:
C 2.299 -1.122 -0.195
C 1.782 -0.187 0.918
H 3.390 -1.201 -0.102
H 2.122 -0.682 -1.170
H 1.842 -2.102 -0.107
H 1.651 0.838 0.565
H 0.774 -0.526 1.158
H 2.450 -0.149 1.780
C -2.611 0.854 0.174
C -1.543 0.581 -0.883
S -0.950 -1.154 -0.933
H -2.491 0.146 0.995
H -3.614 0.758 -0.234
H -2.539 1.861 0.608
H -0.672 1.221 -0.695
H -1.890 0.867 -1.877

Values from the calculation:
- HOMO level (eV) = -2.17
- charge = -1

=====

2:
C4H11S | ωB97M-V/def2-TZVPD

Atoms and positions in Å:
C -2.070 3.515 -0.404
C -1.147 2.575 0.344
H -1.999 4.575 -0.052
H -1.783 3.594 -1.451
H -3.122 3.410 -0.109
H -1.523 2.204 1.303
H -0.185 3.019 0.624
H -0.902 1.719 -0.284
C 1.992 -3.768 -0.059
C 1.222 -2.456 0.145
S 1.790 -1.175 -1.041
H 1.410 -4.598 0.412
H 2.011 -4.072 -1.105
H 2.981 -3.680 0.386
H 0.150 -2.697 0.054
H 1.176 -2.164 1.236

Values from the calculation:
- HOMO level (eV) = -2.16
- charge = -1

=====

The winner here is 1, beating the second structure by 0.341 eV.

=====

1:
C7H13N | ωB97M-V/def2-TZVPD

Atoms and positions in Å:
C -1.372 0.250 -2.438
C -0.551 -0.519 -1.391
C 0.154 0.617 -0.472
C 0.479 0.253 0.943
C -0.503 0.187 1.851
C 2.485 0.321 2.347
C 1.872 -0.121 1.267
N -1.350 -1.545 -0.708
H -2.061 0.955 -1.973
H -1.999 -0.452 -2.976
H -0.674 0.824 -3.046
H 0.313 -1.010 -1.833
H 1.094 0.813 -0.997
H -0.462 1.507 -0.571
H -1.520 0.505 1.674
H -0.295 -0.165 2.857
H 2.191 1.114 3.019
H 3.488 -0.026 2.595
H 2.356 -0.780 0.555
H -2.310 -1.405 -0.984
H -1.335 -1.325 0.283

Values from the calculation:
- structure (SMILES) = C=CC(=C)C[C@H](C)N
- HOMO level (eV) = -9.12

=====

2:
C7H13N | ωB97M-V/def2-TZVPD

Atoms and positions in Å:
C 1.059 -1.925 -0.861
C 1.722 -0.688 -0.420
N 1.633 0.439 2.441
C 0.503 0.358 1.616
C 0.548 0.034 0.295
C -0.813 0.205 -0.253
C -1.304 1.321 -0.789
C -2.752 1.390 -1.159
H 0.059 -1.963 -1.328
H 0.837 -2.493 0.035
H 1.673 -2.500 -1.539
H 2.254 -0.240 -1.212
H 2.422 -0.971 0.276
H 2.408 0.100 2.050
H 1.511 0.417 3.404
H -0.344 0.785 1.999
H -1.460 -0.551 0.162
H -0.674 2.219 -0.936
H -3.171 2.381 -0.914
H -3.440 0.687 -0.674
H -2.672 0.993 -2.193

Values from the calculation:
- structure (SMILES) = C/C=C/C(=C/N)CC
- HOMO level (eV) = -7.54

=====

3:
C7H13N | ωB97M-V/def2-TZVPD

Atoms and positions in Å:
C -1.909 -0.133 -0.015
C 0.693 -0.397 -1.190
C -1.679 -1.590 0.198
C 1.781 -0.540 -2.220
C 0.585 1.689 2.024
N -1.235 0.805 0.688
C 0.110 0.851 0.875
C 0.975 0.125 0.052
H -1.743 1.628 0.999
H -2.855 0.183 -0.428
H -0.205 -0.884 -1.520
H 2.025 0.239 0.313
H -0.967 -1.806 0.999
H -2.620 -2.091 0.444
H -1.237 -2.060 -0.688
H 2.696 -0.028 -1.922
H 1.452 -0.137 -3.179
H 2.016 -1.592 -2.409
H 0.448 1.187 2.987
H 1.643 1.919 1.914
H 0.024 2.630 2.078

Values from the calculation:
- HOMO level (spin up / spin down) (eV) = -6.23 / -6.37

=====

4:
C7H13N | ωB97M-V/def2-TZVPD

Atoms and positions in Å:
C 2.234 0.237 -0.021
C 1.144 -1.841 -0.513
C -2.175 -0.229 -0.928
N 0.951 -0.409 -0.296
C -0.721 1.115 0.673
C -0.078 -0.140 0.763
C -1.601 -0.048 0.434
C -0.668 2.423 0.768
H 0.190 -0.464 1.765
H -2.286 -0.341 1.219
H 2.684 -0.125 0.912
H 2.115 1.323 0.060
H 2.944 0.063 -0.837
H 1.833 -2.022 -1.346
H 1.547 -2.342 0.376
H 0.197 -2.325 -0.777
H 0.276 2.931 0.925
H -1.564 3.026 0.671
H -3.127 0.309 -1.007
H -1.516 0.145 -1.718
H -2.378 -1.287 -1.122

Values from the calculation:
- structure (SMILES) = C=C1[C@@H](C)[C@H]1N(C)C
- HOMO level (eV) = -8.61

=====

The winner here is 1, beating the second structure by 0.810 eV.

=====

1:
C7H13N | ωB97M-V/def2-TZVPD

Atoms and positions in Å:
C -2.008 -1.308 -0.178
C -0.952 -0.660 -1.117
C 0.418 -0.531 -0.506
C 1.291 -1.536 -0.530
C 2.366 2.178 1.458
C 1.788 1.505 0.225
C 0.747 0.672 0.289
N -3.181 -0.463 0.126
H -2.454 -2.166 -0.693
H -1.484 -1.558 0.744
H -1.271 0.339 -1.461
H -0.924 -1.135 -2.112
H 1.045 -2.497 -0.984
H 2.308 -1.640 -0.167
H 2.255 1.741 2.443
H 2.116 3.235 1.466
H 3.467 2.210 1.338
H 2.416 1.692 -0.638
H -0.004 0.882 1.052
H -3.105 0.000 1.004
H -3.521 -0.101 -0.743

Values from the calculation:
- structure (SMILES) = C=C(/C=C/C)CCN
- HOMO level (eV) = -8.58

=====

2:
C7H13N | ωB97M-V/def2-TZVPD

Atoms and positions in Å:
C 0.894 0.434 -0.068
C 1.303 -0.247 -1.307
C 1.435 -0.324 1.133
C 1.377 0.480 -2.605
C -1.891 -0.854 2.056
C -0.569 0.288 0.201
N -1.511 1.186 -0.144
C -0.723 -0.781 1.109
H 1.183 1.499 -0.094
H 1.174 -1.324 -1.325
H -2.493 0.961 -0.166
H -1.237 2.065 -0.552
H 1.891 -1.289 0.941
H 1.878 0.235 1.953
H -0.313 -1.739 0.830
H 1.897 1.440 -2.488
H 1.907 -0.101 -3.364
H 0.388 0.722 -3.035
H -2.181 0.135 2.418
H -2.771 -1.313 1.587
H -1.639 -1.472 2.920

Values from the calculation:
- HOMO level (spin up / spin down) (eV) = -7.02 / -5.84

=====

The winner here is 1, beating the second structure by 2.514 eV.

=====

1:
C7H13N | ωB97M-V/def2-TZVPD

Atoms and positions in Å:
C 1.751 -0.813 -1.760
C 0.493 -0.732 -0.929
C 0.007 -1.648 -0.026
N 0.726 -2.703 0.435
C -0.570 0.493 -1.159
C -0.249 1.474 -0.021
C -0.999 1.255 1.059
C -1.255 2.247 2.155
H 1.903 0.110 -2.393
H 1.678 -1.584 -2.544
H 2.683 -0.977 -1.131
H -0.983 -1.631 0.472
H 1.656 -2.948 0.081
H 0.233 -3.421 0.916
H -0.232 0.794 -2.186
H -1.600 0.127 -1.220
H 0.450 2.197 -0.214
H -1.685 0.496 1.048
H -2.023 2.956 1.923
H -0.320 2.624 2.513
H -1.662 1.684 2.978

Values from the calculation:
- structure (SMILES) = C/C=C/C/C(C)=C/N
- HOMO level (eV) = -7.08

=====

2:
C7H13N | ωB97M-V/def2-TZVPD

Atoms and positions in Å:
C -0.197 1.103 -1.046
C -1.299 0.343 -0.292
C -0.837 -1.027 0.111
C 1.862 0.283 -0.243
C -1.740 1.187 1.001
C -0.458 -2.013 -1.072
C 2.999 0.402 0.679
N 0.992 0.975 -0.720
H -0.464 1.748 -1.855
H -2.240 0.277 -0.929
H -1.696 -1.465 0.593
H -0.147 -0.902 0.942
H -2.169 2.120 0.714
H -0.788 1.419 1.539
H -2.489 0.795 1.583
H 0.135 -2.913 -0.637
H 0.115 -1.299 -1.686
H -1.410 -2.374 -1.593
H 3.076 1.525 1.069
H 4.045 0.104 0.334
H 2.712 -0.288 1.508

Values from the calculation:
- HOMO level (eV) = -7.01

=====

The winner here is 1, beating the second structure by 1.263 eV.

=====

1:
CH9NO3 | ωB97M-V/def2-TZVPD

Atoms and positions in Å:
C 1.067 -1.112 -0.406
N 0.439 -1.066 -1.502
H 1.006 -0.272 0.294
H 1.734 -1.900 -0.047
H 0.752 -1.800 -2.149
H 1.115 0.070 4.004
H 0.892 -0.964 2.975
O 1.452 -0.199 3.139
H 0.506 2.028 -0.978
H -0.010 1.286 -2.074
O -0.208 2.123 -1.616
H -2.232 0.347 -0.775
H -3.386 1.194 -0.453
O -3.128 0.265 -0.414

Values from the calculation:
- structure (SMILES) = C=N.O.O.O
- HOMO level (eV) = -10.76

=====

2:
CH9NO3 | ωB97M-V/def2-TZVPD

Atoms and positions in Å:
C 0.793 -0.266 2.657
N 0.489 0.000 1.470
H 1.616 0.223 3.165
H 0.255 -0.995 3.272
H -0.309 -0.520 1.078
H -0.236 -1.928 -0.724
H -1.762 -1.608 -0.769
O -1.005 -1.703 -0.194
H 0.287 1.614 0.151
H 0.950 2.400 -0.999
O 0.102 2.070 -0.686
H -0.585 0.474 -3.027
H 0.220 0.458 -1.809
O -0.182 -0.173 -2.443

Values from the calculation:
- structure (SMILES) = C=N.O.O.O
- HOMO level (eV) = -10.03

=====

The winner here is 2, beating the second structure by 0.436 eV.

=====

1:
C4H10Si | ωB97M-V/def2-TZVPD

Atoms and positions in Å:
C 0.527 -1.804 -0.487
C 0.490 -0.499 -0.391
C -1.699 0.701 0.667
C -1.040 0.155 -0.589
Si 1.869 0.646 0.133
H 1.555 -2.110 -0.471
H -0.203 -2.525 -0.861
H -1.872 -0.010 1.526
H -2.680 1.054 0.583
H -1.220 1.484 1.277
H -1.629 -0.641 -1.122
H -1.014 0.934 -1.247
H 3.151 0.307 -0.670
H 2.081 0.145 1.671
H 1.684 2.163 -0.019

Values from the calculation:
- structure (SMILES) = C=C([SiH3])CC
- HOMO level (eV) = -9.91

=====

2:
C4H10Si | ωB97M-V/def2-TZVPD

Atoms and positions in Å:
C 0.202 0.052 0.809
C 0.042 -0.192 -0.432
C 0.177 1.000 1.891
C 0.598 -1.523 -0.973
Si -1.347 0.779 -1.264
H 2.155 -1.559 1.419
H 0.214 0.555 2.869
H 1.225 1.577 1.811
H -0.694 1.763 1.792
H -0.082 -2.350 -1.017
H 0.763 -1.508 -2.000
H 1.402 -1.867 -0.329
H -1.415 0.156 -2.620
H -0.665 2.065 -1.569
H -2.576 1.053 -0.387

Values from the calculation:
- HOMO level (spin up / spin down) (eV) = -9.51 / -7.50

=====

3:
C4H10Si | ωB97M-V/def2-TZVPD

Atoms and positions in Å:
C -0.286 0.955 0.737
C 0.945 1.011 -0.041
C 1.126 -0.198 -0.925
C 1.718 2.126 -0.166
Si -1.949 0.415 -0.095
H -0.084 0.315 1.530
H -0.403 2.022 1.212
H 1.944 0.116 -1.542
H 0.367 -0.359 -1.610
H 1.284 -1.023 -0.323
H 1.336 2.943 0.438
H -4.752 -0.588 1.474
H 2.571 2.295 -0.702
H -2.900 0.080 1.193
H -5.399 -0.584 1.871

Values from the calculation:
- HOMO level (eV) = -8.24

=====

The winner here is 1, beating the second structure by 1.997 eV.

=====

1:
C2H5N2O | ωB97M-V/def2-TZVPD

Atoms and positions in Å:
C -0.565 -0.828 -0.547
C 0.487 0.870 0.643
N -0.349 -1.253 0.813
N 0.181 0.455 -0.769
O 0.218 -0.372 1.445
H -0.528 -1.659 -1.267
H -1.633 -0.503 -0.616
H 1.521 1.175 0.678
H -0.204 1.482 1.127
H 0.872 0.632 -1.507

Values from the calculation:
- HOMO level (eV) = -15.48
- charge = +1

=====

2:
C2H5N2O | ωB97M-V/def2-TZVPD

Atoms and positions in Å:
C -0.730 1.305 0.305
C -0.234 0.254 -0.563
N 0.511 -0.819 -0.409
N 1.504 -1.539 0.979
O 2.058 -2.418 0.638
H -0.109 1.549 1.297
H -1.160 2.082 -0.253
H -1.708 0.926 0.700
H 0.560 -1.599 -1.171
H -0.692 0.259 -1.522

Values from the calculation:
- HOMO level (eV) = -15.97
- charge = +1

=====

The winner here is 2, beating the second structure by 0.565 eV.

=====

1:
C2H5N2O | ωB97M-V/def2-TZVPD

Atoms and positions in Å:
C 1.057 0.767 -0.117
C 0.555 -0.666 0.182
N -0.651 -0.927 0.121
N -2.074 0.465 0.078
O -2.997 -0.023 -0.263
H 1.049 0.940 -1.302
H 0.491 1.604 0.427
H 2.107 0.830 0.047
H -1.021 -1.843 0.352
H 1.484 -1.148 0.473

Values from the calculation:
- HOMO level (eV) = -15.90
- charge = +1

=====

2:
C2H5N2O | ωB97M-V/def2-TZVPD

Atoms and positions in Å:
C 3.738 -0.433 -0.222
C -0.477 0.368 0.187
N 0.684 1.015 0.042
N -0.571 -0.946 0.075
O 4.839 -0.700 -0.350
H -1.466 0.803 0.310
H 0.820 1.952 0.330
H 1.518 0.538 -0.126
H -1.532 -1.288 -0.022
H 0.199 -1.509 -0.269

Values from the calculation:
- HOMO level (eV) = -16.50
- charge = +1

=====

3:
C2H5N2O | ωB97M-V/def2-TZVPD

Atoms and positions in Å:
C -0.887 0.850 0.455
C -0.428 -0.608 0.164
N 0.884 -0.671 -0.411
N 1.823 -0.424 -1.030
O 2.834 -0.305 -1.511
H -0.310 1.278 1.275
H -0.597 1.567 -0.243
H -1.866 0.664 0.748
H -1.175 -1.038 -0.397
H -0.278 -1.312 0.949

Values from the calculation:
- structure (SMILES) = CCN=[N+]=O
- HOMO level (eV) = -17.36
- charge = +1

=====

The winner here is 2, beating the second structure by 4.357 eV.

=====

1:
C7H7NO4 | ωB97M-V/def2-TZVPD

Atoms and positions in Å:
C -0.593 1.451 1.205
C -0.515 0.225 0.432
C 0.322 -0.895 0.856
C 0.687 -1.800 -0.170
C 0.347 -1.548 -1.589
C -0.530 -0.524 -1.991
C -0.853 0.542 -0.880
H 0.012 3.189 2.551
H 1.582 1.489 1.701
H 0.642 -1.457 1.880
H 1.488 -3.467 -0.760
H 0.418 -2.390 -2.227
H -1.995 0.308 -2.953
H -1.126 1.760 -1.084
N 0.618 1.440 2.170
O 0.621 2.611 3.074
O -1.406 2.343 1.028
O 1.214 -3.013 0.004
O -0.932 -0.265 -3.246

Values from the calculation:
- HOMO level (eV) = -8.74

=====

2:
C7H7NO4 | ωB97M-V/def2-TZVPD

Atoms and positions in Å:
C 1.411 -0.960 0.856
C -2.177 -1.998 -0.492
C 3.401 -1.106 -0.562
C 4.335 -0.960 -1.508
C 0.324 -0.864 1.410
C -2.875 1.643 0.993
C -0.880 1.898 -0.207
N 2.411 -1.449 0.118
O -3.064 -2.278 0.196
O -2.592 0.751 1.711
O -1.370 -1.608 -1.212
O -2.230 2.276 0.074
H 5.371 -1.189 -1.329
H 3.970 -0.717 -2.509
H -0.456 -0.890 2.141
H -0.205 2.703 0.093
H -0.691 1.799 -1.340
H -0.790 1.000 0.527
H -3.894 1.950 1.040

Values from the calculation:
- structure (SMILES) = C#CN=C=C.COC=O.O=C=O
- HOMO level (eV) = -8.75

=====

The winner here is 2, beating the second structure by 1.332 eV.

=====

1:
C5H8N4O2S | ωB97M-V/def2-TZVPD

Atoms and positions in Å:
C -1.521 0.242 0.172
C -1.917 1.170 1.219
C 1.664 -0.986 -2.390
C 0.884 -0.258 -0.105
C 1.860 -1.013 -0.946
N 0.526 -0.675 -2.876
N -0.443 -0.324 -0.355
N -1.193 1.728 2.175
N -1.823 2.437 3.122
O -2.917 3.029 2.947
O -1.155 2.478 4.173
S 1.870 -2.799 -0.407
H -2.429 -0.092 -0.258
H -2.976 1.130 1.309
H 2.662 -1.202 -2.879
H 1.066 0.206 0.773
H 2.953 -0.671 -0.669
H 0.472 -0.805 -3.843
H -0.654 -0.648 -1.330
H 3.071 -2.947 0.168

Values from the calculation:
- HOMO level (spin up / spin down) (eV) = -7.83 / -7.83

=====

2:
C5H8N4O2S | ωB97M-V/def2-TZVPD

Atoms and positions in Å:
C -0.870 -2.067 0.662
C -1.862 -1.175 0.738
C 1.129 0.836 -1.172
C 0.406 -0.151 1.069
C 1.194 0.964 0.342
N 0.811 -0.218 -1.788
N 0.545 -1.470 0.650
N -1.470 0.115 0.809
N -1.940 1.035 -0.105
O -2.972 0.774 -0.699
O -1.233 2.015 -0.272
S 2.934 1.221 0.759
H -0.978 -3.195 0.740
H -2.926 -1.432 0.616
H 1.074 1.926 -1.589
H 0.250 -0.047 2.176
H 0.654 2.007 0.472
H 0.739 -0.264 -2.760
H 0.915 -1.611 -0.337
H 3.600 0.737 -0.313

Values from the calculation:
- HOMO level (eV) = -8.83

=====

The winner here is 2, beating the second structure by 0.526 eV.

=====

1:
C14H15NO4S | ωB97M-V/def2-TZVPD

Atoms and positions in Å:
C 0.820 -2.260 -4.313
H 0.284 -1.491 -4.879
H 0.111 -3.029 -3.986
H 1.574 -2.717 -4.953
O 1.526 -1.710 -3.231
C 0.824 -1.051 -2.269
C -0.552 -0.897 -2.246
C -1.171 -0.218 -1.209
C -0.422 0.325 -0.176
C 0.969 0.202 -0.207
C 1.598 -0.488 -1.227
O 2.939 -0.678 -1.324
C 3.751 -0.265 -0.250
H 4.753 -0.614 -0.491
H 3.764 0.827 -0.154
H 3.425 -0.712 0.694
H 1.560 0.677 0.557
C -1.112 1.011 0.912
C -0.759 1.043 2.237
S -1.931 1.953 3.141
C -2.818 2.215 1.646
N -2.274 1.669 0.627
C -4.070 3.004 1.627
H -3.887 4.015 1.989
H -4.818 2.545 2.272
H -4.448 3.048 0.609
C 0.388 0.409 2.953
C 0.701 -0.991 2.468
O 1.811 -1.437 2.348
O -0.398 -1.707 2.238
H -0.167 -2.598 1.931
H 1.298 1.012 2.881
H 0.135 0.325 4.014
H -2.244 -0.109 -1.195
H -1.161 -1.310 -3.034

Values from the calculation:
- structure (SMILES) = COc1ccc(-c2nc(C)sc2CC(=O)O)cc1OC
- HOMO level (eV) = -7.65

=====

2:
C14H15NO4S | ωB97M-V/def2-TZVPD

Atoms and positions in Å:
C -5.356 -1.901 -0.976
C -4.793 -1.612 0.409
H -5.555 -1.131 1.032
H -4.440 -2.527 0.889
O -3.648 -0.766 0.339
C -3.873 0.545 0.255
O -4.969 1.055 0.256
C -2.618 1.314 0.172
C -2.579 2.683 0.094
S -0.967 3.236 0.010
C -0.432 1.544 0.087
N -1.407 0.709 0.166
C 0.963 1.187 0.061
C 1.966 2.141 -0.031
C 3.296 1.755 -0.054
C 3.647 0.415 0.015
C 2.627 -0.565 0.110
C 1.306 -0.171 0.132
H 0.501 -0.882 0.203
O 3.060 -1.851 0.174
C 2.095 -2.871 0.272
H 1.495 -2.771 1.182
H 2.658 -3.802 0.311
H 1.432 -2.883 -0.599
O 4.915 -0.064 0.000
C 5.980 0.851 -0.094
H 5.936 1.428 -1.023
H 5.999 1.537 0.760
H 6.886 0.246 -0.089
H 4.057 2.515 -0.126
H 1.713 3.189 -0.086
H -3.410 3.358 0.083
H -5.716 -0.980 -1.429
H -6.184 -2.600 -0.895
H -4.587 -2.331 -1.612

Values from the calculation:
- structure (SMILES) = CCOC(=O)c1csc(-c2ccc(OC)c(OC)c2)n1
- HOMO level (eV) = -7.92

=====

The winner here is 1, beating the second structure by 0.371 eV.